{"formula": "C47H41BiCl2N10O3S2", "method": "the ωB97M-V functional and the def2-TZVPD basis", "gap_ev": 6.813, "de_lowest_ev": 0.531, "lumo_ev": -0.661, "e_homo_ha": -0.275, "species": ["Bi", "Cl", "C", "C", "C", "N", "C", "O", "C", "C", "C", "C", "C", "N", "C", "C", "C", "Cl", "N", "C", "O", "C", "C", "C", "C", "C", "N", "H", "H", "H", "H", "H", "H", "H", "H", "H", "H", "S", "C", "C", "C", "C", "C", "C", "N", "C", "C", "C", "C", "C", "C", "C", "C", "N", "C", "C", "C", "C", "C", "S", "C", "H", "H", "H", "H", "H", "H", "H", "H", "H", "H", "H", "H", "C", "C", "C", "O", "H", "H", "H", "H", "H", "H", "H", "C", "N", "C", "N", "C", "N", "C", "N", "C", "C", "H", "H", "H", "H", "H", "H", "H", "H", "H", "H", "H", "H"], "xyz": [[0.0932, -0.0605, -0.7789], [-0.3128, 4.0787, -6.3768], [0.3264, 3.3233, -4.9143], [-0.5460, 2.8718, -3.9407], [-0.0538, 2.2918, -2.7713], [-0.9055, 1.7339, -1.7915], [-2.0995, 2.2041, -1.3748], [-2.6187, 3.2955, -1.6780], [-2.8674, 1.1856, -0.5720], [-3.9897, 1.5296, 0.1821], [-4.6865, 0.5754, 0.8825], [-4.2278, -0.7195, 0.8703], [-3.0790, -0.9427, 0.1699], [-2.3876, -0.0626, -0.5150], [1.3157, 2.0829, -2.6112], [2.1892, 2.4808, -3.6631], [1.7182, 3.1150, -4.7796], [2.9131, 3.5940, -5.9128], [1.6495, 1.4878, -1.3837], [2.8976, 1.4467, -0.9775], [3.8771, 1.8405, -1.6083], [3.2179, 1.1943, 0.5044], [4.4995, 1.4064, 1.0518], [4.6077, 1.3362, 2.4114], [3.5152, 0.8538, 3.1371], [2.2943, 0.6518, 2.5484], [2.1491, 0.8381, 1.2075], [-1.6011, 3.0108, -3.9885], [-4.3629, 2.5328, 0.1035], [-5.5320, 0.9209, 1.4811], [-4.6543, -1.5356, 1.4232], [-2.5520, -1.8778, 0.2599], [3.2020, 2.1824, -3.5234], [5.2977, 1.7125, 0.3653], [5.5276, 1.6006, 2.8690], [3.5123, 0.8406, 4.2128], [1.4782, 0.1865, 3.0695], [-1.8470, 6.8572, 2.1322], [-1.5449, 7.9930, 0.7984], [-1.1401, 7.2784, -0.3059], [-1.0022, 5.8895, -0.0804], [-1.3766, 5.5206, 1.1994], [-1.5520, 4.1573, 1.6742], [-0.7194, 3.1175, 1.1788], [-0.7505, 1.8520, 1.5484], [-1.5913, 1.5054, 2.5340], [-2.4774, 2.4876, 3.0380], [-3.4842, 2.0172, 3.9969], [-3.5824, 0.7155, 4.3805], [-2.6795, -0.2748, 3.8279], [-2.8266, -1.6197, 4.1409], [-1.9181, -2.5064, 3.6324], [-0.8659, -2.0395, 2.8884], [-0.7130, -0.7835, 2.5750], [-1.6204, 0.1220, 3.0227], [-2.0743, -3.9691, 3.8443], [-3.1588, -4.7438, 3.4942], [-2.9331, -6.1059, 3.6665], [-1.6409, -6.3389, 4.0578], [-0.7271, -4.9133, 4.3336], [-2.4271, 3.8225, 2.6302], [-1.6112, 9.0765, 0.9121], [-0.9411, 7.7635, -1.2064], [-0.8575, 5.1768, -0.8603], [-0.0773, 3.4076, 0.3600], [-4.1278, 2.7548, 4.4129], [-4.3931, 0.3937, 5.0491], [-3.6123, -1.9561, 4.7819], [-0.1378, -2.7164, 2.5936], [-4.0493, -4.2462, 3.1361], [-3.6496, -6.9033, 3.4831], [-1.2269, -7.3141, 4.2992], [-3.1424, 4.5678, 3.0080], [-1.6285, -0.5528, -4.0614], [-0.2012, -0.8610, -4.0039], [0.2488, -2.1318, -4.7286], [0.1395, -1.0680, -2.5938], [-1.9025, -0.2187, -5.0507], [-1.9221, 0.2384, -3.3886], [-2.2357, -1.4109, -3.8451], [0.3803, 0.0239, -4.3972], [-0.1623, -3.0474, -4.2773], [1.3223, -2.1075, -4.7165], [-0.1207, -2.0604, -5.7429], [3.3933, -1.9097, 0.1068], [4.1869, -3.1165, 0.0830], [3.3786, -4.2975, 0.3274], [2.3299, -4.4077, -0.6629], [1.5305, -3.2211, -0.5753], [2.2762, -1.9970, -0.8604], [2.8276, -2.1198, -2.2347], [3.6753, -3.2708, -2.2829], [4.7220, -3.1931, -1.2589], [2.8481, -4.4711, -2.0441], [4.0126, -0.9763, -0.1968], [3.0704, -1.7321, 1.1062], [3.0148, -4.2281, 1.3549], [4.0916, -5.1640, 0.2678], [1.0476, -3.0750, 0.4156], [0.7146, -3.2138, -1.3817], [3.4204, -1.2526, -2.4447], [2.0305, -2.1375, -2.9236], [5.3395, -2.3093, -1.4913], [5.3611, -4.0358, -1.3406], [3.5142, -5.3732, -2.1943], [1.9704, -4.5533, -2.7294]], "forces_ev_per_a": [[0.75, 0.37, 0.11], [0.24, -0.27, 0.65], [0.50, 0.07, -0.75], [0.62, 0.21, 0.48], [-0.65, 0.12, -0.05], [-0.03, -0.32, 0.56], [0.13, 0.91, -1.62], [0.42, -1.11, 0.64], [-0.32, 0.00, 0.88], [0.21, 0.42, -1.28], [-0.58, 0.56, 0.64], [-0.24, 0.03, 0.20], [1.21, -1.38, 0.27], [-0.70, 1.31, -0.47], [0.15, 0.38, -0.67], [-0.87, -1.04, 1.79], [-1.01, 0.00, 0.20], [-0.10, 0.25, -0.60], [-0.97, -0.63, -0.51], [2.81, 1.26, 1.11], [0.46, -0.27, -0.59], [-1.43, -0.36, -0.19], [-0.62, 0.52, -1.32], [-0.53, -0.72, -0.20], [-0.18, 1.07, 0.86], [0.72, -0.48, -1.99], [0.21, -0.39, 1.08], [-0.53, 0.19, -0.40], [0.08, 0.40, 0.12], [0.10, -0.42, -0.20], [-0.29, -0.05, 0.14], [-0.24, -0.63, -0.06], [0.57, 0.35, -0.26], [-0.33, -0.14, 0.44], [0.62, 0.06, 0.56], [0.44, -0.31, 0.31], [-0.43, 0.31, 0.14], [0.24, 1.62, -0.52], [0.06, -1.37, 0.41], [-0.20, 0.18, 1.92], [-0.92, 0.15, 0.86], [0.15, 0.06, -1.44], [1.69, 0.00, -0.59], [-0.35, 0.09, -0.34], [0.54, 0.44, -0.37], [-0.17, 0.75, 0.14], [-0.91, -1.85, 1.56], [0.94, -0.48, -0.27], [-0.21, 0.52, -0.59], [-0.81, 0.81, 1.10], [0.42, 0.02, -0.26], [-1.31, -1.69, 0.99], [-0.37, 1.43, 0.24], [0.13, 1.28, -0.36], [0.10, -0.03, -1.10], [0.03, 0.48, -0.46], [0.21, 1.77, 0.35], [0.68, -0.94, -0.04], [-0.03, -0.86, 0.52], [-0.71, -0.48, -0.33], [-1.48, -0.33, 0.90], [-0.15, -0.56, 0.08], [0.38, 0.56, -1.40], [0.31, -0.38, -0.39], [0.43, -0.35, -0.08], [-0.57, 0.44, 0.27], [0.49, 0.13, -0.24], [-0.46, -0.13, 0.28], [1.41, -1.15, -0.84], [-0.17, -0.29, -0.06], [0.18, 0.24, 0.02], [0.01, 0.29, -0.09], [0.30, -0.51, 0.03], [-1.38, 0.35, -0.80], [1.71, 0.28, 1.66], [-0.85, 0.80, 0.18], [0.06, -0.02, -0.76], [-0.17, 0.11, -0.55], [0.13, 0.20, 0.26], [-0.32, -0.64, 0.25], [-0.35, -0.83, 0.32], [0.19, 0.36, 0.05], [0.47, -0.47, -0.27], [0.12, -0.16, -0.47], [0.74, 1.43, -1.33], [1.07, 0.79, -0.09], [1.46, -0.51, -0.22], [-0.81, -1.08, 0.16], [-2.15, 1.05, -1.04], [0.01, 0.85, 0.45], [0.86, 0.27, 1.76], [-0.05, -1.31, -1.19], [-0.06, 0.77, -0.76], [1.02, -0.50, 0.33], [-0.68, -1.81, 0.49], [-0.76, 0.14, 0.78], [-0.45, -0.17, -0.15], [-0.84, 0.50, 0.02], [0.30, -0.47, -0.35], [0.84, -0.39, 1.17], [0.38, 0.77, -0.05], [-0.82, -0.35, -0.59], [-0.27, -0.16, 0.28], [0.54, -1.04, -0.14], [-0.82, 0.80, 0.36], [0.80, 0.31, 0.36]], "mulliken_charge": [2.2435, -0.2264, -0.0891, -0.0805, -0.4223, 1.1435, -0.1507, -0.7183, 0.3970, -1.1932, -0.4489, -0.7962, -0.4219, -0.0336, -1.1392, -1.3726, 0.0769, -0.2176, 0.8550, 1.0537, -0.7852, -0.6998, -0.6350, -0.8338, -0.7710, -0.2352, 0.6510, 0.6493, 0.6049, 0.4022, 0.5247, 0.5878, 0.7037, 0.5373, 0.5118, 0.4813, 0.1790, -0.1715, -0.3757, -0.8667, -0.3583, 0.0515, 1.0759, -0.8403, 0.5910, -0.0771, 1.1118, -1.1672, -1.4007, 1.9777, -1.1590, 1.1315, -0.9144, -0.0105, -0.8825, -0.2123, -0.6693, -0.5178, -0.4619, -0.0676, -1.3287, 0.4278, 0.4580, 0.4289, 0.5712, 0.5135, 0.3874, 0.5880, 0.5245, 0.4425, 0.3971, 0.4301, 0.4335, -1.4745, 1.1358, -1.5521, -0.3211, 0.4002, 0.1417, 0.3407, -0.2348, 0.2297, 0.5421, 0.4442, -0.2256, 0.1553, -0.7006, 0.1461, -0.5566, 1.5220, -0.0304, 0.1596, -0.7772, -0.4489, -0.1549, -0.1418, 0.3186, 0.3002, -0.2362, 0.1422, 0.1927, -1.0544, 0.3605, 0.3973, 0.3016, 0.2856]}